Record 1
34
Properties=species:S:1:pos:R:3 method="wB97M-V/def2-TZVPD" e_lumo_ev=0.43 total_charge=0 spin_multiplicity=1 homo_lumo_gap_ev=9.553
C 6.22 1.02 0.22
H 6.07 1.73 0.91
H 7.13 1.50 -0.53
H 6.52 0.05 0.56
O 5.07 0.65 -0.88
C 3.79 0.64 -0.05
O 3.60 0.70 1.25
N 2.86 0.57 -1.17
N 1.47 0.56 -1.00
C 0.96 -0.19 -0.02
C -0.61 0.24 0.00
C -1.18 1.42 -0.15
C -2.41 1.38 -0.15
C -3.28 0.57 0.04
C -2.82 -0.84 -0.11
C -1.51 -1.07 0.13
O -0.83 -2.47 0.03
C -1.67 -3.46 -0.04
F -2.36 -3.46 0.87
F -2.46 -3.37 -1.09
H -1.01 -4.29 -0.26
H -3.64 -1.53 0.19
O -4.68 0.70 0.09
C -5.31 1.80 -0.15
F -6.55 1.69 -0.79
F -5.12 2.70 0.66
H -4.81 2.04 -1.23
H -2.76 2.74 -0.06
H -0.46 2.12 0.03
C 1.56 -1.09 1.08
H 2.19 -1.65 0.46
H 0.73 -1.60 1.44
H 2.17 -0.42 1.71
H 3.14 0.64 -2.02

Record 2
44
Properties=species:S:1:pos:R:3 method="wB97M-V/def2-TZVPD" e_lumo_ev=-0.55 total_charge=0 spin_multiplicity=1 homo_lumo_gap_ev=6.749
Pd -0.85 0.25 -0.49
I 2.38 4.20 2.06
C 2.73 2.22 1.51
C 4.01 1.69 1.68
C 4.30 0.39 1.35
I 6.24 -0.32 1.66
C 3.27 -0.44 0.83
C 3.46 -1.79 0.46
C 2.42 -2.52 -0.04
C 1.17 -1.91 -0.18
N 0.96 -0.65 0.16
C 1.98 0.10 0.65
C 1.66 1.48 1.01
O 0.47 1.91 0.85
H 4.79 2.32 2.08
H 4.44 -2.24 0.57
H 2.54 -3.55 -0.33
H 0.33 -2.45 -0.59
N -1.00 3.28 1.85
C -2.06 2.96 2.60
N -2.65 3.91 3.35
N -2.62 1.76 2.64
C -2.17 0.78 1.94
N -1.80 -0.14 1.34
H -0.58 4.18 1.98
H -0.37 2.54 1.46
H -2.29 4.84 3.40
H -3.47 3.66 3.87
S -2.92 0.67 -1.51
C -2.70 -1.01 -1.83
N -2.34 -1.40 -3.07
C -2.02 -2.67 -3.42
C -2.17 -3.68 -2.53
C -2.66 -3.36 -1.25
C -2.93 -2.06 -0.90
H -2.17 -0.65 -3.73
H -1.66 -2.80 -4.43
H -1.91 -4.69 -2.80
H -2.83 -4.14 -0.52
H -3.30 -1.79 0.08
O 0.46 -0.96 -3.07
C 0.58 0.26 -2.96
O 0.07 1.02 -2.06
H 1.19 0.83 -3.68

Record 3
20
Properties=species:S:1:pos:R:3 method="wB97M-V/def2-TZVPD" e_lumo_ev=-1.24 total_charge=0 de_lowest_kcal_mol=28.18 spin_multiplicity=1 homo_lumo_gap_ev=7.895
C 0.61 -1.63 0.99
C 0.17 -2.02 -0.34
C -0.08 -1.22 2.06
C -1.13 -2.11 -0.58
C 0.99 3.05 -0.80
N -0.92 1.06 0.06
O -3.09 0.19 -0.81
O 1.08 0.44 -1.38
O 1.43 1.13 1.01
S -1.66 0.28 -1.05
S 0.73 1.29 -0.23
H 1.75 -1.86 1.17
H 0.89 -2.15 -1.07
H -1.12 -0.95 2.06
H 0.48 -1.09 2.92
H -1.39 -2.49 -1.60
H -1.96 -2.01 0.22
H 1.28 3.68 0.00
H 1.94 3.16 -1.34
H 0.01 3.26 -1.27

Record 4
27
Properties=species:S:1:pos:R:3 method="wB97M-V/def2-TZVPD" e_lumo_ev="0.55 / 0.55" total_charge=0 de_lowest_kcal_mol=107.34 spin_multiplicity=1 homo_lumo_gap_ev="8.052 / 8.051"
C 0.80 -0.27 1.59
C 2.03 1.01 -0.74
C 0.21 0.09 0.48
C 0.71 0.92 -0.59
C -1.98 -0.56 -0.03
C 2.39 -0.05 1.58
C 2.95 0.08 0.11
C -0.30 1.84 -1.14
C -4.16 0.12 0.73
N -2.71 0.08 0.75
P -1.85 -1.45 -1.50
P 3.09 -1.69 -0.45
H 0.33 -0.80 2.41
H 2.54 1.70 -1.40
H 2.54 0.71 2.31
H 2.93 -0.78 2.06
H 3.92 0.57 0.18
H 0.19 2.41 -1.92
H -0.68 2.41 -0.36
H -1.18 1.26 -1.53
H -4.41 1.20 0.96
H -4.45 -0.42 1.77
H -4.58 -0.40 -0.12
H -0.93 -2.49 -1.07
H -2.83 -2.36 -1.28
H 3.76 -1.43 -1.74
H 1.68 -1.71 -1.07

Record 5
10
Properties=species:S:1:pos:R:3 method="wB97M-V/def2-TZVPD" e_lumo_ev=0.89 total_charge=0 de_lowest_kcal_mol=100.02 spin_multiplicity=1 homo_lumo_gap_ev=10.621
C 1.10 -0.49 2.40
C 0.34 -0.49 1.47
C -0.55 -0.41 0.28
O 0.17 -0.91 -0.86
C 0.31 0.20 -1.63
N -0.28 1.25 -1.26
O -0.97 0.88 -0.07
H 1.76 -0.39 3.21
H -1.44 -1.05 0.47
H 0.90 0.09 -2.55

Record 6
19
Properties=species:S:1:pos:R:3 method="wB97M-V/def2-TZVPD" e_lumo_ev=0.76 total_charge=0 de_lowest_kcal_mol=19.04 spin_multiplicity=1 homo_lumo_gap_ev=10.477
H -2.50 -0.63 -0.37
N -1.55 -0.47 -0.09
C -1.04 -1.66 -0.22
N 0.26 -1.97 -0.03
H -1.72 -2.51 -0.32
H 0.75 -1.49 0.71
H 0.66 -2.84 -0.32
O 0.38 2.55 -0.67
H 1.28 2.25 -0.52
H -0.14 1.73 -0.58
O 1.52 -0.80 2.30
H 0.89 -0.07 2.16
H 1.35 -1.02 3.22
O -0.73 0.68 2.26
H -1.24 0.41 1.47
H -1.22 1.45 2.54
O 0.98 1.08 -3.87
H 1.37 1.66 -4.50
H 0.70 1.66 -3.17

Record 7
145
Properties=species:S:1:pos:R:3 method="wB97M-V/def2-TZVPD" e_lumo_ev=-5.16 total_charge=+2 de_lowest_kcal_mol=23.42 spin_multiplicity=1 homo_lumo_gap_ev=7.342
Al -0.13 -0.79 -1.29
C 4.39 -2.10 5.22
C 3.86 -0.84 4.53
C 4.55 0.41 5.11
C 2.37 -0.72 4.76
C 1.88 -0.70 6.06
C 0.54 -0.54 6.34
C -0.36 -0.40 5.30
C 0.09 -0.43 3.98
P -1.13 -0.14 2.63
C -2.46 -1.33 3.10
C -3.74 -1.15 2.59
C -4.77 -2.01 2.93
C -4.53 -3.09 3.77
C -3.24 -3.32 4.23
C -2.21 -2.46 3.90
C -1.76 1.43 3.39
C -3.06 1.67 3.81
C -3.40 2.88 4.40
C -2.44 3.87 4.58
C -1.13 3.63 4.17
C -0.80 2.42 3.58
C 1.45 -0.58 3.72
O 1.84 -0.52 2.38
C 3.17 -0.72 2.08
C 3.52 -0.73 0.71
C 4.83 -1.00 0.33
C 5.80 -1.18 1.29
C 5.46 -1.11 2.63
C 4.16 -0.90 3.05
P 2.28 -0.59 -0.63
C 2.92 0.69 -1.77
C 4.13 1.37 -1.61
C 4.51 2.33 -2.53
C 3.70 2.64 -3.61
C 2.47 2.01 -3.75
C 2.08 1.06 -2.82
C 2.66 -2.26 -1.27
C 2.11 -3.27 -0.48
C 2.49 -4.59 -0.66
C 3.43 -4.91 -1.63
C 3.98 -3.91 -2.41
C 3.61 -2.58 -2.23
H 4.17 -2.08 6.29
H 5.48 -2.17 5.11
H 3.94 -3.00 4.79
H 4.36 0.48 6.18
H 4.17 1.32 4.64
H 5.62 0.36 4.95
H 2.57 -0.80 6.89
H 0.19 -0.52 7.36
H -1.41 -0.26 5.51
H -3.93 -0.33 1.91
H -5.77 -1.83 2.55
H -5.34 -3.75 4.06
H -3.04 -4.18 4.86
H -1.21 -2.66 4.27
H -3.82 0.91 3.71
H -4.41 3.05 4.74
H -2.70 4.81 5.04
H -0.38 4.39 4.32
H 0.23 2.23 3.30
H 5.08 -1.12 -0.71
H 6.82 -1.38 1.00
H 6.24 -1.23 3.37
H 4.78 1.16 -0.78
H 5.46 2.83 -2.41
H 4.01 3.37 -4.34
H 1.82 2.27 -4.57
H 1.11 0.57 -2.94
H 1.41 -3.00 0.31
H 2.06 -5.37 -0.04
H 3.73 -5.94 -1.78
H 4.73 -4.15 -3.16
H 4.07 -1.80 -2.83
C -1.15 1.42 -4.76
Si -1.99 -0.20 -4.27
C -2.78 -0.80 -5.87
C -3.48 -0.01 -3.10
C -0.72 -1.27 -3.28
C -1.37 -2.39 -2.59
C -2.30 -3.30 -3.12
C -2.69 -4.39 -2.38
C -2.12 -4.61 -1.12
C -1.26 -3.67 -0.62
N -0.93 -2.56 -1.32
Si 0.44 -2.18 -4.59
C -0.28 -2.57 -6.28
C 0.88 -3.87 -3.87
C 1.95 -1.12 -4.99
H -1.91 2.12 -5.14
H -0.45 1.24 -5.58
H -0.62 1.92 -3.95
H -3.63 -0.15 -6.07
H -3.17 -1.82 -5.83
H -2.12 -0.74 -6.73
H -3.71 1.03 -2.89
H -3.31 -0.52 -2.15
H -4.38 -0.46 -3.54
H -2.68 -3.12 -4.12
H -3.41 -5.09 -2.78
H -2.35 -5.49 -0.54
H -0.80 -3.79 0.34
H -1.28 -3.01 -6.27
H 0.39 -3.29 -6.75
H -0.31 -1.69 -6.93
H 0.09 -4.59 -4.08
H 1.04 -3.85 -2.80
H 1.79 -4.24 -4.34
H 1.66 -0.17 -5.42
H 2.55 -1.65 -5.73
H 2.59 -0.93 -4.13
C -4.04 3.61 -2.45
Si -4.51 2.84 -0.78
C -6.18 2.00 -0.94
C -4.46 4.15 0.57
C -3.28 1.44 -0.25
Te -1.31 1.64 -1.08
C -0.90 3.13 0.41
Si 0.85 3.83 0.64
C 1.42 4.45 -1.05
C 1.89 2.42 1.34
C 0.72 5.21 1.91
H -4.31 4.66 -2.45
H -4.58 3.14 -3.27
H -2.97 3.54 -2.67
H -6.91 2.72 -1.33
H -6.56 1.63 0.01
H -6.15 1.16 -1.64
H -5.44 4.61 0.68
H -3.76 4.95 0.33
H -4.18 3.74 1.54
H -3.68 0.46 -0.50
H -3.14 1.47 0.83
H -1.29 2.74 1.35
H -1.57 3.93 0.09
H 1.15 3.75 -1.84
H 2.50 4.59 -1.08
H 0.96 5.41 -1.27
H 1.51 1.46 1.01
H 1.86 2.43 2.44
H 2.94 2.50 1.05
H 0.04 6.00 1.58
H 1.70 5.66 2.08
H 0.36 4.83 2.87

Record 8
129
Properties=species:S:1:pos:R:3 method="wB97M-V/def2-TZVPD" e_lumo_ev=-2.77 total_charge=+1 spin_multiplicity=1 homo_lumo_gap_ev=6.442
C 3.67 1.50 -5.75
C 2.66 2.56 -5.36
N 2.13 3.35 -6.18
C 2.28 2.69 -3.91
N 1.90 1.40 -3.33
C 0.91 0.66 -3.75
N 0.63 -0.59 -3.25
C 0.22 -1.33 -4.49
C -0.29 -2.72 -4.34
C 0.23 -3.71 -5.18
C -0.23 -5.02 -5.13
C -1.23 -5.35 -4.22
C -1.74 -4.37 -3.37
C -1.28 -3.06 -3.42
C -0.76 -0.27 -5.00
C -1.31 -0.52 -6.37
N -0.24 -0.59 -7.37
N 0.10 0.95 -4.80
P -0.80 2.45 -4.76
S -1.09 3.16 -3.00
H 3.63 0.64 -5.09
H 4.67 1.90 -5.75
H 3.41 1.14 -6.74
H 2.48 3.18 -7.12
H 1.50 3.43 -3.77
H 3.16 3.03 -3.38
H 2.43 1.03 -2.55
H 1.45 -0.96 -2.77
H 1.13 -1.36 -5.09
H 1.00 -3.45 -5.89
H 0.19 -5.73 -5.82
H -1.58 -6.36 -4.19
H -2.51 -4.64 -2.67
H -1.69 -2.30 -2.77
H -1.51 -0.24 -4.21
H -1.85 -1.47 -6.29
H -2.03 0.24 -6.64
H 0.20 -1.49 -7.33
H -0.65 -0.47 -8.28
H -2.00 2.08 -5.38
H -0.14 3.27 -5.68
C -4.31 10.19 -1.02
C -4.32 8.67 -1.09
N -3.67 8.15 -2.28
C -3.91 6.73 -2.49
C -3.36 5.74 -1.45
C -2.30 8.59 -2.49
C -1.27 8.31 -1.39
H -4.75 10.63 -1.92
H -4.89 10.52 -0.16
H -3.30 10.59 -0.91
H -5.37 8.34 -1.12
H -3.90 8.27 -0.16
H -3.52 6.46 -3.47
H -4.99 6.59 -2.55
H -2.28 5.61 -1.55
H -3.81 4.76 -1.61
H -3.58 6.04 -0.43
H -2.33 9.67 -2.67
H -1.95 8.17 -3.44
H -1.66 8.52 -0.40
H -0.39 8.95 -1.54
H -0.92 7.28 -1.42
C -2.22 0.64 -0.49
C -2.40 1.33 0.86
N -3.53 2.23 0.90
C -3.54 3.08 2.07
C -3.71 2.42 3.45
C -4.81 1.65 0.52
C -5.32 0.44 1.31
H -2.14 1.38 -1.29
H -1.31 0.05 -0.48
H -3.05 -0.03 -0.72
H -1.50 1.92 1.06
H -2.44 0.56 1.65
H -4.32 3.84 1.94
H -2.60 3.64 2.08
H -4.74 2.10 3.62
H -3.46 3.14 4.23
H -3.06 1.56 3.57
H -4.74 1.36 -0.54
H -5.56 2.45 0.54
H -4.53 -0.29 1.50
H -6.10 -0.06 0.75
H -5.75 0.73 2.27
C 1.26 -3.71 5.34
C 1.12 -3.30 3.88
N -0.23 -3.44 3.37
C -0.32 -3.32 1.93
C 0.04 -1.97 1.30
C -1.27 -2.76 4.12
C -1.14 -1.24 4.30
H 0.90 -4.73 5.50
H 2.30 -3.66 5.63
H 0.70 -3.04 6.00
H 1.77 -3.96 3.28
H 1.51 -2.28 3.76
H -1.33 -3.60 1.61
H 0.34 -4.08 1.49
H -0.75 -1.23 1.45
H 0.16 -2.09 0.21
H 0.97 -1.56 1.69
H -1.32 -3.22 5.11
H -2.23 -2.99 3.66
H -0.13 -0.94 4.55
H -1.79 -0.91 5.12
H -1.46 -0.69 3.41
C 5.24 -5.50 8.15
C 6.39 -5.97 7.27
N 5.98 -6.86 6.21
C 7.08 -7.52 5.54
C 8.07 -6.66 4.75
C 4.92 -6.36 5.35
C 5.17 -5.04 4.60
H 4.70 -6.35 8.57
H 5.63 -4.91 8.98
H 4.54 -4.87 7.61
H 7.10 -6.52 7.90
H 6.93 -5.09 6.90
H 6.68 -8.29 4.88
H 7.65 -8.06 6.31
H 7.66 -6.32 3.80
H 8.96 -7.24 4.52
H 8.40 -5.78 5.31
H 4.02 -6.24 5.95
H 4.67 -7.14 4.63
H 5.64 -4.29 5.23
H 4.22 -4.64 4.25
H 5.80 -5.18 3.72